{"formula": "C10H26F6N3O6P3S2Ti", "method": "wB97M-V/def2-TZVPD", "total_charge": 4, "homo_lumo_gap_ev": 8.2, "e_homo_ev": -21.960, "total_energy_ev": -116466.0998, "elements": ["Ti", "F", "C", "F", "F", "S", "O", "O", "N", "S", "O", "O", "C", "F", "F", "F", "C", "P", "C", "C", "C", "P", "C", "C", "H", "H", "H", "H", "H", "H", "H", "H", "H", "H", "H", "H", "H", "H", "H", "H", "N", "C", "P", "O", "O", "C", "N", "H", "H", "H", "H", "H", "H", "H", "H", "H", "H"], "positions_angstrom": [[0.23015, 0.12676, 0.06708], [1.26489, -1.01509, -3.72417], [2.00828, -0.19566, -3.03375], [1.23115, 0.83730, -2.60304], [3.00979, 0.26149, -3.70682], [2.67776, -1.06586, -1.47083], [2.06312, -0.17755, -0.35532], [4.07816, -1.09194, -1.49669], [1.94604, -2.47033, -1.39965], [0.61122, -2.47299, -0.60422], [-0.27809, -1.31664, -1.11414], [0.77608, -2.21478, 0.83622], [-0.18885, -4.25640, -0.95906], [0.68835, -4.88891, -1.65491], [-0.36610, -4.75700, 0.22800], [-1.29636, -4.02780, -1.58921], [1.34954, 2.66859, 2.53754], [1.04814, 2.46236, 0.76770], [2.56915, 2.93215, -0.08468], [-0.21690, 3.68068, 0.27012], [-0.75788, 3.32356, -1.11405], [-1.44605, 1.63847, -1.11783], [-1.90110, 1.19668, -2.80389], [-2.97820, 1.71519, -0.15968], [1.57356, 3.72468, 2.71210], [2.21540, 2.08578, 2.85338], [0.47231, 2.39742, 3.12378], [2.83689, 3.94308, 0.23220], [2.43259, 2.92647, -1.16600], [3.38262, 2.25434, 0.17388], [0.24245, 4.67273, 0.26272], [-1.00731, 3.70673, 1.02380], [0.02508, 3.37151, -1.87580], [-1.54385, 4.01466, -1.43292], [-2.77906, 1.78610, -3.08025], [-2.14418, 0.13716, -2.88524], [-1.08805, 1.43325, -3.48890], [-3.60266, 2.50317, -0.58857], [-2.78735, 1.94666, 0.88699], [-3.51293, 0.76880, -0.25359], [-4.36626, -1.62113, 2.48165], [-3.20817, -0.76125, 2.92149], [-1.66374, -1.39112, 2.10433], [-0.81697, -0.13509, 1.62383], [-2.14119, -2.30362, 1.04654], [-0.73797, -2.30407, 3.42551], [0.73800, -2.10249, 3.58715], [-4.62896, -2.31131, 3.19320], [-4.10052, -2.14168, 1.62770], [-5.20682, -1.06523, 2.29457], [-3.16588, -0.76744, 4.00964], [-3.39543, 0.26460, 2.60892], [-0.88202, -3.35606, 3.17120], [-1.20157, -2.12331, 4.39562], [1.23341, -2.30826, 2.71036], [1.10026, -2.74872, 4.30122], [0.98461, -1.15889, 3.89576]], "forces_ev_per_angstrom": [[-0.508, 0.529, 1.588], [0.026, -0.100, 0.054], [-0.005, 0.108, -0.112], [0.083, -0.138, 0.065], [0.082, 0.012, 0.035], [0.050, 0.256, -0.030], [0.433, -0.081, -0.531], [-0.038, -0.068, 0.077], [-0.187, 0.095, 0.126], [0.289, -0.215, -0.390], [-0.074, -0.737, -0.442], [-0.184, -0.137, -0.176], [-0.015, 0.169, -0.098], [-0.022, -0.022, -0.008], [-0.018, -0.020, 0.047], [-0.020, 0.011, 0.007], [-0.014, -0.044, 0.010], [-0.048, 0.464, -0.289], [0.012, -0.037, 0.000], [0.024, 0.025, -0.008], [-0.015, 0.045, -0.030], [0.119, 0.144, -0.271], [0.029, -0.026, -0.002], [-0.035, -0.078, 0.017], [0.015, -0.007, 0.025], [0.002, -0.005, -0.006], [0.002, 0.009, 0.003], [0.018, 0.000, -0.013], [0.002, 0.011, -0.010], [-0.007, -0.003, 0.013], [-0.015, 0.007, 0.005], [-0.003, -0.009, -0.001], [-0.005, -0.002, -0.008], [0.008, 0.012, 0.011], [0.007, 0.002, -0.030], [-0.018, 0.001, 0.029], [-0.013, -0.003, -0.006], [-0.010, -0.005, 0.005], [0.012, 0.024, 0.000], [0.016, -0.009, 0.011], [0.030, -0.015, 0.027], [0.061, 0.064, 0.145], [-0.114, 0.032, -0.298], [-0.006, -0.324, 0.283], [0.036, 0.064, 0.056], [0.104, -0.034, 0.071], [0.026, -0.039, 0.087], [-0.015, -0.007, -0.009], [-0.006, 0.021, -0.021], [-0.020, -0.020, -0.003], [0.014, 0.055, 0.000], [-0.005, -0.016, -0.040], [-0.056, -0.001, 0.025], [0.029, 0.005, 0.014], [-0.023, 0.023, -0.028], [-0.022, 0.019, 0.019], [-0.008, -0.007, 0.002]]}